Entry 1:
# C36H63Cl2NO12

A 5-piece molecular cluster, C36H63Cl2NO12 overall at a distorted geometry (wB97M-V/def2-TZVPD, the Open Molecules 2025 dataset).

The geometry in XYZ format:
```
114
Properties=species:S:1:pos:R:3:forces:R:3:mulliken_charge:R:1
C 2.147442 1.058739 2.690514 -0.17 -0.23 1.76 -0.61
O 2.051774 0.135829 1.556188 -1.10 1.33 -0.34 -0.36
C 1.217916 0.652250 0.460355 -0.41 1.44 -0.94 0.21
C 2.204078 1.706168 -0.385744 0.42 0.81 0.11 0.03
O 3.265888 0.997203 -1.151068 -1.38 1.32 -1.00 -0.32
C 3.521847 1.648137 -2.445014 0.99 -1.15 -0.23 -0.62
C 2.386861 1.346686 -3.589054 -1.13 4.27 -1.75 0.21
Cl 1.700037 -0.388704 -3.840404 1.25 2.97 0.50 -0.18
C 1.866144 2.457328 -4.450289 -0.20 -4.06 1.38 0.44
C 0.680100 2.193016 -5.594962 1.05 1.24 -0.20 -0.61
Cl 2.455954 4.240364 -4.314875 -0.78 -2.74 0.00 -0.22
C -0.110778 1.484028 1.016603 -0.28 0.34 -0.31 -0.74
C -1.354991 1.559563 -0.039269 -4.01 0.21 -2.33 0.99
C -1.286093 1.862253 -1.646423 -3.40 -0.44 1.58 0.25
C -2.668632 1.951620 -2.578782 -0.99 -0.50 3.77 -0.45
C -4.174923 1.765248 -1.917389 4.14 -0.39 2.65 -0.73
C -4.268830 1.440643 -0.310172 3.00 0.50 -1.43 0.72
C -5.748096 1.244185 0.395793 0.60 1.08 -0.18 -1.13
C -2.892140 1.349622 0.587460 0.34 0.70 -3.47 -0.80
O 0.695408 -0.367391 -0.460143 2.45 0.30 2.29 0.45
C 1.493423 -1.597749 -0.472242 0.06 -2.04 -1.02 -0.75
C 0.968678 -2.744553 0.626688 2.27 0.25 -0.22 -0.19
N 0.266262 -3.875371 -0.091009 -0.25 0.48 2.39 -0.33
C -1.218375 -3.774216 0.191655 -0.42 -0.71 -1.04 -0.70
C -1.922525 -2.756668 -0.884239 -1.13 0.95 0.61 1.24
C -3.564527 -2.750160 -0.577855 1.02 -0.21 -0.53 -0.82
O -1.653412 -3.132569 -2.290489 -1.10 1.59 0.50 -0.64
H 2.189504 2.195045 2.421661 -0.04 -2.20 0.29 0.23
H 1.219945 0.869583 3.412569 1.90 0.59 -1.51 0.22
H 3.110155 0.782315 3.338388 -2.01 0.50 -1.77 0.26
H 2.796605 2.439896 0.346267 -1.48 -1.59 -1.26 0.09
H 1.611844 2.400870 -1.116745 0.74 -1.45 1.35 0.06
H 4.542195 1.181687 -2.852899 -2.26 0.87 1.01 0.23
H 3.739851 2.780581 -2.244727 -0.89 -1.95 -0.86 0.33
H 0.782722 1.130563 -6.081044 -0.19 2.12 1.20 0.36
H 0.874874 3.016793 -6.436617 -0.56 -1.89 1.81 0.12
H -0.407546 2.373528 -5.170001 2.39 -0.47 -0.68 0.03
H 0.254365 2.579536 1.264144 -0.99 -2.12 -0.46 0.08
H -0.552605 1.007392 2.018245 1.13 0.92 -2.33 0.32
H -0.253357 2.019303 -2.171474 -2.22 -0.42 1.05 -0.20
H -2.644804 2.191835 -3.741567 0.24 -0.60 2.81 0.15
H -5.150627 1.859830 -2.559891 2.19 -0.24 1.36 0.27
H -6.484510 2.063657 -0.051690 1.59 -1.82 0.85 0.32
H -6.213301 0.183837 0.203069 1.10 2.06 0.47 0.27
H -5.650701 1.498315 1.551084 -0.21 -0.83 -2.47 0.29
H -2.974071 1.141033 1.745023 0.09 0.45 -2.61 0.07
H 2.661073 -1.435261 -0.430417 -2.49 0.06 0.25 0.28
H 1.293587 -2.107049 -1.534094 0.24 1.23 2.38 0.27
H 1.967964 -3.207021 1.087312 -2.05 1.08 -0.86 0.27
H 0.376440 -2.275306 1.519945 0.88 -0.72 -1.76 0.06
H 0.681614 -4.768333 0.301131 -1.19 1.43 -0.55 0.34
H -1.467421 -3.426746 1.296214 0.45 -0.55 -2.30 0.02
H -1.654110 -4.873759 0.074379 0.63 2.45 0.11 0.36
H -1.583142 -1.631002 -0.774474 -0.25 -2.32 0.17 -0.40
H -3.749563 -3.562189 0.253560 -0.07 1.67 -1.73 0.27
H -3.889682 -1.677939 -0.234336 0.50 -2.14 -0.56 0.08
H -4.080760 -3.019586 -1.612680 0.86 0.45 2.40 0.24
H -2.072452 -2.399894 -2.864814 1.01 -1.69 1.53 0.37
O -0.611436 4.802615 1.690796 -1.31 1.14 -1.09 -0.62
C -1.210905 5.538815 0.911997 0.54 -1.12 0.70 0.86
O -2.562487 5.588657 0.921520 0.29 -0.13 0.64 -0.36
C -3.352398 6.528271 0.172506 0.05 0.01 -0.36 -0.48
C -3.557831 6.047425 -1.251356 0.02 -0.14 -0.14 -0.75
C -0.461789 6.325112 -0.123184 0.29 0.69 0.12 -1.04
H -2.917873 7.532526 0.220904 0.07 -0.16 -0.03 0.36
H -4.323288 6.588040 0.674099 0.29 -0.19 0.15 0.34
H -2.611253 5.952118 -1.787879 -0.06 0.09 0.03 0.25
H -4.200373 6.740541 -1.804108 0.07 -0.07 0.10 0.38
H -4.023083 5.056126 -1.255292 0.03 0.15 0.06 0.14
H -0.218848 5.671330 -0.963913 -0.03 0.03 0.08 0.19
H 0.464252 6.696840 0.328933 -0.11 -0.33 -0.12 0.33
H -0.995833 7.201237 -0.485014 -0.09 -0.14 -0.15 0.37
O -1.095957 -5.292858 2.856573 -0.93 0.53 1.94 -0.56
C -1.423708 -5.031498 4.010761 0.60 -0.15 -1.44 0.83
O -2.583938 -4.383301 4.261872 -0.10 -0.31 -0.59 -0.40
C -3.138265 -4.174830 5.572259 0.18 0.15 0.26 -0.46
C -2.521592 -2.956216 6.232179 0.16 0.15 -0.01 -0.67
C -0.503152 -5.343309 5.153734 -0.05 -0.67 0.40 -1.06
H -3.047828 -5.078349 6.184760 0.13 0.12 -0.10 0.39
H -4.210103 -4.002957 5.432909 0.22 -0.11 -0.28 0.33
H -1.444914 -3.072908 6.373937 -0.10 -0.09 0.14 0.01
H -2.981012 -2.771920 7.208792 0.08 -0.04 -0.14 0.37
H -2.662178 -2.070552 5.603702 -0.12 -0.15 0.07 0.29
H 0.262706 -4.567162 5.219552 -0.08 -0.07 0.00 0.16
H -0.026390 -6.310250 4.959143 0.05 0.35 -0.14 0.41
H -1.006814 -5.440905 6.113171 0.08 0.24 0.04 0.37
O -0.134503 1.525966 -9.090611 2.14 -0.21 -0.69 -0.58
C 1.025775 1.625604 -9.480107 -1.50 -0.12 0.75 0.79
O 1.795096 0.522765 -9.625852 -0.55 -0.21 -0.09 -0.36
C 3.101841 0.509559 -10.225932 0.21 0.20 0.11 -0.41
C 4.164193 0.899411 -9.215872 0.06 0.07 0.18 -0.91
C 1.638456 2.975234 -9.712829 -0.03 0.38 -0.67 -0.95
H 3.126222 1.132324 -11.126627 -0.06 0.02 0.18 0.36
H 3.281893 -0.518025 -10.556762 -0.33 0.12 0.13 0.31
H 4.013819 1.913867 -8.840085 0.04 -0.02 -0.12 0.26
H 5.162028 0.840515 -9.662707 -0.14 -0.01 0.05 0.35
H 4.126935 0.233308 -8.347501 0.01 0.01 -0.20 0.28
H 1.947707 3.398874 -8.754617 -0.03 -0.04 -0.09 0.20
H 0.883000 3.622984 -10.170922 0.06 -0.13 0.35 0.32
H 2.484395 2.964785 -10.396932 0.13 -0.03 0.18 0.35
O 0.465497 -3.910034 8.519389 2.02 -0.25 -0.78 -0.58
C 1.625775 -3.810396 8.129893 -1.39 -0.11 0.76 0.83
O 2.395096 -4.913235 7.984148 -0.62 -0.20 -0.10 -0.36
C 3.701841 -4.926441 7.384068 0.25 0.20 0.09 -0.38
C 4.764193 -4.536589 8.394128 0.06 0.07 0.18 -0.97
C 2.238456 -2.460766 7.897171 -0.02 0.37 -0.66 -1.04
H 3.726222 -4.303676 6.483373 -0.06 0.02 0.18 0.31
H 3.881893 -5.954025 7.053238 -0.33 0.12 0.13 0.34
H 4.613819 -3.522133 8.769915 0.05 -0.03 -0.12 0.27
H 5.762028 -4.595485 7.947293 -0.15 -0.01 0.05 0.35
H 4.726935 -5.202692 9.262499 0.02 0.01 -0.21 0.30
H 2.547707 -2.037126 8.855383 -0.06 -0.04 -0.10 0.27
H 1.483000 -1.813016 7.439078 0.06 -0.12 0.35 0.28
H 3.084395 -2.471215 7.213068 0.12 -0.04 0.17 0.38
```
Forces are in eV/Å.

Summary:
Maximum force: 4.93 eV/Å
E_LUMO: 0.0121 Ha
Energy: -3286.9371 Eh
Gap between HOMO and LUMO: 8.40 eV
Structure (SMILES): CO[C@](COC/C(Cl)=C(/C)Cl)(Cc1cccc(C)c1)OCCNC[C@H](C)O.CCOC(C)=O.CCOC(C)=O.CCOC(C)=O.CCOC(C)=O

=====

Entry 2:
# C36H64Cl20F4N3O6PS

A 11-piece molecular cluster, C36H64Cl20F4N3O6PS overall at a distorted geometry (wB97M-V/def2-TZVPD, the Open Molecules 2025 dataset).

The geometry in XYZ format:
```
135
Properties=species:S:1:pos:R:3:forces:R:3:mulliken_charge:R:1
C -3.705095 3.158464 0.401985 0.43 0.09 0.13 0.34
C -2.845883 3.537500 1.732563 -1.86 0.99 -0.82 -0.40
O -2.127521 2.403536 2.289992 1.26 1.09 -0.38 0.40
C -0.900972 2.797577 2.956076 -0.19 -0.68 1.87 -1.76
C 0.398115 1.945403 2.477869 -0.55 1.80 0.51 1.40
P 0.330316 2.084522 0.561560 0.32 0.78 -2.15 0.52
O -0.922853 1.115813 -0.122837 2.23 0.30 2.26 -0.56
O 1.807454 1.461313 -0.130514 -3.02 -1.16 1.89 -0.41
S 0.223906 3.940319 -0.028867 -0.06 -1.36 0.38 -0.38
C 1.640251 2.886164 2.984574 0.97 -0.20 -0.11 -0.20
O 1.815577 4.122354 2.859218 -0.49 -5.03 0.84 -0.63
N 2.511815 1.895909 3.617030 -0.12 1.15 -1.53 -0.06
C 2.160760 0.453117 3.672503 -0.13 0.89 0.45 1.45
C 3.141648 -0.579807 2.898470 0.49 0.19 0.30 -0.54
C 4.040743 0.088162 1.745134 1.81 -0.71 -0.62 -0.31
C 4.084669 -0.736392 0.373950 -0.10 -1.58 -0.31 0.09
F 4.568719 -0.034046 -0.800520 -2.07 -1.21 2.54 -0.32
C 3.676933 -2.086404 0.183077 0.35 2.12 0.04 0.23
F 4.086067 -3.105908 1.107382 -2.33 2.52 -2.58 -0.19
F 2.823246 -2.392824 -0.917958 3.00 -0.40 2.65 -0.22
C 2.384844 0.104482 5.236933 -0.65 3.98 3.53 -0.60
O 2.549130 1.083750 6.038650 -0.35 -4.52 -3.32 -0.56
N 2.370634 -1.254913 5.826474 2.57 0.46 -1.89 -0.07
C 3.585179 -1.441926 6.639756 -0.31 0.89 6.40 0.47
O 3.528943 -1.186223 7.873290 0.70 -1.34 -6.31 -0.44
F 4.835013 -1.909408 6.131730 -3.19 0.94 0.00 -0.21
C 0.640814 0.485637 3.090291 0.08 -1.28 -1.82 -0.62
C -0.525718 -0.270311 3.899009 -0.69 -0.60 0.52 1.21
C -0.845478 -1.760910 3.316392 -0.10 0.35 -0.26 -0.56
C -2.208388 -1.847074 2.472491 -0.11 -1.63 -0.70 -0.05
N -3.416387 -1.307356 3.167725 0.63 1.23 -0.93 -0.62
H -3.090788 2.529989 -0.345927 -0.77 0.91 1.38 0.21
H -3.950858 4.145135 -0.162830 0.42 -2.14 1.59 -0.62
H -4.680282 2.600631 0.652097 1.59 0.91 -0.33 0.04
H -2.187456 4.424884 1.431321 -0.43 -1.58 0.59 0.25
H -3.564520 3.922832 2.554396 0.98 -0.59 -1.30 0.20
H -1.042866 2.520359 4.075704 0.47 0.55 -1.81 0.23
H -0.725136 3.929791 2.939769 -0.02 -1.77 -0.49 0.43
H -1.316176 0.520209 0.565973 0.27 0.72 -0.64 0.33
H 1.685510 0.473754 -0.051385 0.49 1.02 -0.42 0.24
H 3.462492 2.180659 3.886227 -0.90 -0.03 0.02 0.31
H 3.879449 -0.997158 3.691261 -1.18 0.56 -1.48 0.25
H 2.500601 -1.459573 2.539527 0.95 1.23 0.32 0.35
H 5.134225 0.126265 2.138221 -1.81 0.11 -0.59 0.42
H 3.769910 1.167634 1.477065 0.06 -1.65 0.27 0.31
H 2.265512 -1.970664 5.089088 0.28 0.34 0.45 0.39
H 0.766291 -0.161470 2.134304 -0.28 0.80 1.44 -0.03
H -0.281018 -0.438210 5.023336 -0.15 0.69 -1.86 0.59
H -1.536657 0.307249 3.910107 2.30 -0.97 -0.30 -1.40
H -0.913702 -2.502292 4.186190 0.04 1.06 -1.22 0.34
H 0.011204 -2.111667 2.617671 -1.31 0.47 1.12 -0.08
H -2.411659 -2.978020 2.304510 0.45 1.95 0.20 0.28
H -2.090156 -1.408677 1.401940 0.10 -0.53 1.58 0.00
H -3.384053 -0.277022 2.993314 -0.29 -0.96 0.51 0.12
H -4.296335 -1.598182 2.697792 1.06 -0.02 0.32 0.33
Cl 4.636316 2.325527 -6.398949 -0.11 -0.04 -0.06 -0.21
C 4.733076 2.226893 -4.622485 0.07 0.02 0.34 -0.59
C 3.978645 1.032192 -4.075124 0.25 0.01 0.11 0.08
Cl 2.215906 1.204729 -4.266951 -0.05 -0.06 -0.05 -0.17
H 4.354980 3.164467 -4.210294 -0.06 -0.14 -0.13 0.32
H 5.791922 2.146043 -4.367643 -0.12 -0.07 -0.05 0.40
H 4.171502 0.929822 -3.005134 -0.04 0.11 -0.11 -0.05
H 4.284057 0.105278 -4.565583 -0.04 0.16 -0.03 0.21
Cl 2.443243 -4.458332 -6.000713 0.03 -0.03 -0.02 -0.20
C 3.065038 -2.816816 -5.695954 0.04 0.24 0.09 -0.32
C 2.576650 -1.818473 -6.726830 -0.05 0.11 0.23 0.04
Cl 3.286871 -2.109069 -8.334527 0.00 -0.04 -0.03 -0.20
H 4.155391 -2.867236 -5.671083 -0.15 -0.04 -0.12 0.34
H 2.714807 -2.525504 -4.703055 -0.05 0.03 -0.13 0.16
H 2.867003 -0.807806 -6.430855 0.00 -0.11 0.01 -0.16
H 1.489876 -1.843988 -6.827087 0.17 -0.09 0.00 0.36
Cl -6.193055 2.156349 3.136100 0.04 0.03 0.01 -0.04
C -7.853588 2.662821 2.735629 -0.22 0.03 -0.02 -0.60
C -8.280113 2.192705 1.358526 -0.17 -0.07 0.13 -0.51
Cl -7.394991 3.028862 0.058588 -0.03 -0.06 -0.03 -0.11
H -7.905973 3.749880 2.822580 0.08 -0.14 -0.10 0.27
H -8.507928 2.228611 3.494716 0.05 -0.02 -0.13 0.35
H -9.340663 2.405027 1.206403 0.11 0.04 0.08 0.34
H -8.127539 1.118576 1.235798 0.08 0.17 0.04 0.32
Cl 2.813041 -8.182930 1.274515 -0.03 0.04 0.00 -0.17
C 4.296636 -7.251654 1.598528 0.18 0.08 0.01 -0.37
C 4.350600 -6.738495 3.023987 0.27 -0.16 -0.03 -0.52
Cl 3.134346 -5.473415 3.328858 -0.10 0.02 0.03 -0.13
H 4.348316 -6.435110 0.875753 -0.10 -0.07 0.14 0.24
H 5.137949 -7.923186 1.414291 -0.08 0.05 0.11 0.31
H 5.327718 -6.291985 3.220660 -0.10 -0.02 -0.10 0.28
H 4.192436 -7.541677 3.746300 -0.09 0.11 -0.15 0.37
Cl 7.864373 4.848561 -7.464176 -0.01 0.02 0.02 -0.19
C 6.458560 4.553762 -8.517796 -0.19 -0.08 -0.18 -0.24
C 6.738407 4.920123 -9.962019 -0.04 -0.22 0.02 -0.42
Cl 6.913336 6.678282 -10.188609 0.04 0.02 0.00 -0.19
H 5.612170 5.115327 -8.117561 0.17 -0.01 -0.05 0.31
H 6.226167 3.489606 -8.443426 0.09 0.12 -0.07 0.11
H 5.905943 4.601234 -10.593042 0.03 0.04 0.14 0.30
H 7.647171 4.439142 -10.329191 -0.08 0.13 0.13 0.33
Cl -2.729245 1.495513 5.449116 -0.64 0.32 0.49 0.07
C -2.628205 1.380180 7.224247 0.06 -0.04 0.30 -0.66
C -3.372223 0.173812 7.762034 0.21 -0.05 0.06 -0.41
Cl -5.136156 0.334014 7.575536 0.00 0.00 -0.05 -0.19
H -3.012886 2.310489 7.646284 -0.04 -0.15 -0.12 0.38
H -1.567930 1.305136 7.476307 -0.10 -0.08 -0.03 0.25
H -3.175678 0.063496 8.830681 0.00 0.11 -0.11 0.37
H -3.060672 -0.745608 7.262058 -0.09 0.17 -0.04 0.26
Cl 2.093355 5.550625 -5.967710 0.02 -0.01 0.04 -0.20
C 1.276755 4.207794 -6.806557 -0.09 -0.21 -0.15 -0.13
C -0.111154 4.589375 -7.282403 0.11 -0.03 -0.18 -0.47
Cl -1.244861 4.825331 -5.929163 0.01 0.03 0.01 -0.18
H 1.248128 3.352858 -6.128261 -0.02 0.18 -0.03 0.11
H 1.902295 3.942531 -7.661680 -0.10 0.06 0.05 0.24
H -0.522215 3.790821 -7.903916 0.10 0.02 0.11 0.31
H -0.094438 5.506706 -7.874329 0.03 -0.08 0.17 0.33
Cl -5.916602 6.013281 1.577370 0.09 -0.02 0.02 -0.09
C -5.480052 7.304733 0.430170 0.02 0.22 -0.12 -0.61
C -5.744574 6.906910 -1.008618 -0.15 0.22 0.00 -0.43
Cl -4.635187 5.629542 -1.566792 -0.27 0.51 -0.45 -0.18
H -4.430324 7.558581 0.589549 -0.12 -0.14 -0.05 0.33
H -6.084258 8.176210 0.691464 0.01 -0.11 -0.10 0.36
H -5.592602 7.766605 -1.664974 0.04 -0.05 0.13 0.33
H -6.767852 6.551455 -1.145552 0.17 -0.04 0.09 0.30
Cl -0.874832 -4.443392 0.697050 0.12 0.00 0.01 -0.07
C -1.686361 -5.781971 -0.154761 -0.13 -0.24 -0.20 -0.49
C -3.078770 -5.403371 -0.617894 0.04 0.05 -0.22 -0.28
Cl -4.206381 -5.191525 0.746257 -0.02 0.08 0.11 -0.22
H -1.705742 -6.645357 0.512519 -0.03 0.18 -0.05 0.21
H -1.063934 -6.032179 -1.016072 -0.11 0.07 0.07 0.34
H -3.489622 -6.197917 -1.248468 0.10 0.47 0.54 0.11
H -3.071191 -4.478007 -1.198077 0.04 -0.04 0.19 0.38
Cl -1.775012 -9.577712 0.025373 0.01 0.05 0.00 -0.16
C -3.189119 -9.867671 -1.018584 -0.19 -0.05 -0.11 -0.54
C -2.924128 -9.483112 -2.460909 -0.05 -0.38 -0.04 -0.42
Cl -2.759957 -7.720829 -2.667620 0.18 -0.54 -0.49 -0.19
H -4.034673 -9.314990 -0.604361 0.16 0.00 -0.06 0.31
H -3.415583 -10.934064 -0.955004 0.07 0.10 -0.09 0.36
H -3.760364 -9.798531 -3.088498 0.04 0.06 0.13 0.31
H -2.016368 -9.954878 -2.842062 -0.07 0.14 0.13 0.33
```
Forces are in eV/Å.

Summary:
Maximum force: 6.49 eV/Å
E_LUMO: -0.0244 Ha
Energy: -12368.5139 Eh
Gap between HOMO and LUMO: 7.92 eV
Structure (SMILES): CCOC[C@@]1(P(O)(O)=S)C(=O)N[C@@](CCC(F)=C(F)F)(C(=O)NC(=O)F)[C@H]1CCCN.ClCCCl.ClCCCl.ClCCCl.ClCCCl.ClCCCl.ClCCCl.ClCCCl.ClCCCl.ClCCCl.ClCCCl